1.
A cluster of 5 separate species, C23H43NO9 in total, computed with ωB97M-V/def2-TZVPD.

Geometry as XYZ:
```
76
Properties=species:S:1:pos:R:3:forces:R:3:lowdin_charge:R:1
C -3.52860 1.74870 -1.81534 0.54 -0.66 -0.18 -0.074
C -3.08537 0.92765 -3.04801 -1.05 0.79 -0.25 -0.302
O -3.47969 -0.41184 -3.01512 0.65 -0.24 -0.20 -0.161
C -2.46172 -1.27305 -2.44534 -0.20 0.07 0.15 -0.167
C -2.57352 -1.31693 -0.92358 0.03 0.57 -0.66 -0.142
C -2.09350 -2.60369 -0.31239 0.50 -0.48 0.53 -0.302
N -0.68548 -2.86762 -0.66463 0.22 0.48 0.22 0.054
C 0.17445 -1.80356 -0.07832 -0.23 -0.17 0.22 -0.788
O 0.31931 -1.79665 1.17380 0.13 -0.35 0.05 -0.108
O 0.66253 -1.00404 -0.88602 0.30 0.53 -0.49 -0.081
C -3.00358 -3.82022 -0.60736 -0.06 -0.88 -0.41 -0.720
O -2.49121 -4.87218 -1.06716 0.35 0.31 0.13 -0.099
O -4.20878 -3.67971 -0.31318 -0.57 0.52 0.23 -0.097
H -4.15788 1.12940 -1.18970 -0.13 -0.13 0.13 0.069
H -4.11308 2.62183 -2.08427 0.16 0.29 -0.04 0.042
H -2.64074 2.00017 -1.24228 -0.11 0.37 0.29 0.068
H -3.59447 1.37702 -3.90869 -0.01 -0.10 -0.20 0.096
H -2.01894 1.05520 -3.23889 0.21 -0.23 0.13 0.108
H -1.48527 -0.90227 -2.75285 0.18 -0.02 0.03 0.105
H -2.57710 -2.25544 -2.89153 -0.28 -0.18 0.05 0.125
H -2.00653 -0.47001 -0.53223 0.20 0.00 0.19 0.107
H -3.60867 -1.11898 -0.66963 -0.28 -0.38 0.13 0.107
H -2.14545 -2.47612 0.77701 -0.19 0.03 0.11 0.132
H -0.44597 -3.70362 -0.14394 -0.15 -0.21 -0.13 0.085
C -5.08468 5.71049 1.46979 0.14 0.23 -0.05 -0.176
C -6.16320 5.84519 0.40015 -0.12 -0.09 0.07 -0.177
C -5.72169 4.78778 -0.60642 0.19 -0.01 -0.04 -0.212
O -5.07028 3.76236 0.13853 -0.15 0.19 0.05 -0.139
C -4.82812 4.21328 1.46887 -0.10 -0.17 0.08 -0.195
H -5.38409 6.08968 2.44734 -0.02 -0.02 0.00 0.108
H -4.18156 6.24055 1.15863 0.02 -0.03 0.04 0.102
H -7.13974 5.58573 0.81836 0.00 -0.01 -0.03 0.108
H -6.23458 6.84231 -0.03488 0.04 -0.01 -0.01 0.105
H -5.00046 5.20140 -1.32120 -0.07 0.05 -0.04 0.116
H -6.55407 4.35681 -1.16518 0.03 -0.06 0.01 0.117
H -5.51827 3.68884 2.14039 0.03 0.03 0.06 0.118
H -3.80710 3.96034 1.75508 0.01 -0.04 -0.08 0.110
C 3.83197 -4.08831 3.28118 0.10 0.03 -0.09 -0.181
C 2.64459 -3.90296 2.34013 0.02 0.03 0.15 -0.162
C 3.05046 -4.76674 1.16149 0.04 0.08 -0.11 -0.181
O 3.85645 -5.84138 1.69338 0.07 0.08 0.05 -0.159
C 4.19633 -5.54852 3.04677 -0.14 -0.07 -0.03 -0.234
H 3.60329 -3.87075 4.32479 -0.01 -0.02 0.00 0.104
H 4.65850 -3.44209 2.97040 0.01 -0.01 0.03 0.107
H 1.73816 -4.29857 2.80105 -0.05 0.06 -0.05 0.121
H 2.45299 -2.86840 2.05982 -0.18 -0.04 -0.06 0.103
H 3.66385 -4.20345 0.45008 -0.06 0.04 -0.02 0.103
H 2.19540 -5.18066 0.62995 0.04 -0.07 -0.01 0.125
H 3.61369 -6.21140 3.69908 0.04 0.04 0.09 0.109
H 5.25905 -5.75313 3.20575 0.00 -0.06 -0.05 0.104
C 0.89548 5.74939 1.59634 0.05 0.16 0.09 -0.174
C 0.29785 4.86083 2.68125 -0.02 -0.18 -0.08 -0.165
C -1.10835 5.42844 2.80703 -0.02 0.13 0.03 -0.209
O -1.46332 5.92750 1.51452 0.07 0.06 0.08 -0.156
C -0.30037 5.96491 0.68071 -0.06 -0.20 -0.13 -0.202
H 1.74596 5.30388 1.08299 -0.03 -0.04 -0.01 0.113
H 1.21658 6.70227 2.02766 0.00 0.00 -0.02 0.107
H 0.25569 3.82701 2.33388 0.00 0.00 0.02 0.125
H 0.84834 4.88140 3.62090 -0.01 0.03 0.00 0.109
H -1.14063 6.26354 3.51788 0.02 -0.04 0.06 0.112
H -1.83764 4.67980 3.11854 -0.04 0.02 -0.05 0.110
H -0.38300 5.16174 -0.05755 0.06 0.02 -0.02 0.124
H -0.26453 6.91959 0.15281 -0.08 0.02 0.03 0.111
C 7.33148 -4.13183 -2.18806 0.04 0.10 0.09 -0.181
C 5.95620 -4.66503 -1.80295 0.01 -0.14 -0.07 -0.171
C 5.03119 -3.71654 -2.55165 0.02 0.15 0.10 -0.185
O 5.74295 -3.31478 -3.73649 0.09 -0.07 0.08 -0.142
C 7.10620 -3.71180 -3.63401 -0.14 -0.09 -0.09 -0.228
H 8.13459 -4.86133 -2.07907 -0.01 -0.01 -0.02 0.104
H 7.57718 -3.25996 -1.57647 0.01 0.00 -0.02 0.111
H 5.83322 -5.68347 -2.17993 -0.01 0.00 0.03 0.115
H 5.77285 -4.67680 -0.72985 -0.03 0.00 -0.01 0.102
H 4.81515 -2.82247 -1.96082 -0.07 -0.03 0.02 0.124
H 4.08794 -4.18224 -2.83133 -0.01 0.08 -0.08 0.125
H 7.27215 -4.55290 -4.31952 0.11 -0.01 0.02 0.111
H 7.74921 -2.88361 -3.94047 -0.04 0.02 -0.04 0.109
```
Forces are in eV/Å.

The HOMO energy is -0.0375 Eh. The value obtained for the HOMO-LUMO gap is 4.82 eV. The calculation puts the LUMO energy at 3.79 eV. As for the charge: -2.


2.
A structure of composition C23H44As3N3O9PS2Y, computed with ωB97M-V/def2-TZVPD.

Geometry as XYZ:
```
86
Properties=species:S:1:pos:R:3:forces:R:3:lowdin_charge:R:1
Y -0.81092 -1.62429 -0.77080 -1.80 -2.79 2.08 0.762
C 3.86458 -1.66379 0.11480 0.10 0.04 0.64 -0.295
As 2.09938 -1.56099 -0.77080 1.63 0.29 -0.97 1.047
C 2.54318 -2.92619 -2.12330 -0.16 -0.23 -0.36 -0.317
C 2.49678 0.02591 -1.95630 0.07 0.42 -0.19 -0.338
C 2.26198 1.50731 -1.44760 0.09 -0.11 -0.30 -0.633
C 2.67728 1.61001 0.02920 0.00 -0.11 0.16 -0.082
C 0.79938 2.00731 -1.67660 0.49 -0.31 -0.29 -0.352
As -0.74762 1.15861 -0.77080 0.22 3.03 0.16 1.083
C -2.11812 2.32161 -1.58370 -0.37 -0.19 -0.45 -0.282
C -0.68262 2.16701 0.92790 0.00 -0.01 -0.16 -0.287
C 3.20858 2.39951 -2.33630 -0.01 -0.32 0.13 -0.377
As 3.34478 4.41881 -2.32020 -0.19 -0.10 -0.08 1.119
C 2.84118 4.98911 -0.49850 -0.12 0.07 0.36 -0.368
C 1.67248 4.98381 -3.22100 -0.24 0.11 -0.21 -0.360
H 4.68098 -1.58519 -0.63320 -0.68 0.00 0.27 0.046
H 3.95008 -2.63719 0.63850 -0.11 0.59 -0.34 0.031
H 3.96958 -0.85239 0.86060 -0.05 -0.52 -0.39 0.022
H 3.51438 -2.69589 -2.60680 -0.55 -0.04 0.30 0.038
H 1.74558 -2.94719 -2.89430 0.47 -0.14 0.40 0.022
H 2.60068 -3.92029 -1.63360 -0.14 0.63 -0.29 0.043
H 1.97328 -0.10149 -2.92880 0.18 -0.08 0.49 0.083
H 3.57588 -0.11859 -2.17240 -0.51 0.21 0.06 0.071
H 2.07628 0.91961 0.65200 0.28 0.15 -0.18 0.057
H 2.52048 2.61561 0.44210 0.07 -0.28 -0.21 0.061
H 3.74908 1.35051 0.15100 -0.56 0.13 -0.05 0.093
H 0.58368 1.95451 -2.76570 0.05 0.12 0.54 0.089
H 0.73578 3.05551 -1.35960 0.05 -0.21 -0.18 0.034
H -1.83992 3.38911 -1.47110 -0.02 -0.67 0.00 0.040
H -3.09292 2.13931 -1.08590 0.56 0.06 -0.31 0.024
H -2.20992 2.07891 -2.66290 -0.04 0.18 0.62 0.036
H -0.58112 3.25401 0.73250 -0.08 -0.61 -0.13 0.052
H 0.16428 1.82361 1.55170 -0.62 0.68 -1.58 -0.026
H -1.62502 1.98621 1.48530 0.55 0.03 -0.33 0.063
H 3.01918 2.16391 -3.40710 0.10 0.16 0.52 0.072
H 4.25078 2.07141 -2.12940 -0.53 0.21 -0.15 0.060
H 3.60078 4.63381 0.22750 -0.53 0.22 -0.37 0.022
H 1.83118 4.63681 -0.21730 0.52 0.13 0.00 0.005
H 2.82758 6.09791 -0.47160 0.09 -0.62 -0.12 0.026
H 1.67868 4.61131 -4.26520 -0.02 0.25 0.57 0.023
H 1.64738 6.09291 -3.23990 0.15 -0.63 -0.05 0.024
H 0.75038 4.64691 -2.72250 0.37 0.06 -0.19 -0.001
C 0.52418 1.17181 3.61840 -0.07 -0.32 -0.11 -0.082
C -0.37682 0.78951 4.78260 0.60 1.05 0.65 -0.458
C 0.39798 0.64961 6.08830 0.18 -0.21 0.26 -0.050
O -1.20532 -0.33799 4.56850 0.42 -0.87 -0.86 -0.290
P -0.77302 -1.73669 3.86730 -1.57 -1.04 3.00 -0.182
S -2.07092 -3.09799 4.37860 0.37 0.33 0.13 0.239
S -0.81092 -1.62429 1.92270 0.72 0.87 -2.80 0.223
O 0.68078 -1.95829 4.53990 -0.58 0.69 -0.60 -0.298
C 1.65778 -2.92129 4.18330 1.24 -0.79 -0.09 -0.467
C 1.14958 -4.29459 3.76960 -0.45 -0.14 0.01 -0.080
C 2.62968 -2.34089 3.16230 -0.02 0.28 -0.17 -0.076
H 1.06488 2.09931 3.83390 -0.12 -0.05 0.13 0.101
H -0.06502 1.33031 2.71010 0.23 -0.66 1.73 -0.010
H 1.26438 0.39751 3.40380 0.02 -0.04 0.07 0.066
H -1.07402 1.62441 4.92380 -0.11 -0.19 -0.06 0.143
H 1.20438 -0.08429 6.01000 -0.12 0.06 -0.10 0.072
H -0.26292 0.31721 6.89570 0.03 0.12 -0.16 0.091
H 0.84868 1.60471 6.37710 -0.14 -0.03 -0.08 0.082
H 2.23688 -3.07639 5.10210 -0.19 0.17 0.03 0.144
H 0.56218 -4.25839 2.84910 -0.02 0.04 0.05 0.063
H 0.52248 -4.72819 4.55380 0.02 0.12 -0.16 0.069
H 1.98648 -4.98049 3.59900 0.06 0.27 0.07 0.084
H 2.15648 -2.18919 2.18930 -0.17 -0.09 0.10 0.019
H 3.48878 -3.00399 3.01780 -0.13 0.02 0.13 0.084
H 2.99938 -1.36529 3.49510 0.02 -0.11 0.05 0.081
O -6.31982 -2.14359 -6.14850 -0.40 0.80 1.54 0.066
N -6.66362 -1.57239 -5.10340 -0.94 0.02 -1.08 -0.326
O -7.74702 -0.98989 -4.94940 1.64 -0.83 -0.14 0.069
C -5.72782 -1.58639 -3.97600 0.30 -0.04 0.26 -0.138
C -4.50092 -2.23079 -4.10210 0.66 0.02 0.87 0.094
C -3.61812 -2.22999 -3.00380 -1.39 0.34 -0.82 -0.080
C -3.88102 -1.61319 -1.75200 -0.88 -0.06 -0.96 -0.313
O -3.06562 -1.62429 -0.77080 1.33 0.36 0.07 -0.205
C -5.15272 -0.98259 -1.71440 -0.60 -0.21 -1.21 -0.061
C -6.06992 -0.95549 -2.78380 0.87 -0.07 0.93 0.099
N -5.60052 -0.29389 -0.50460 -1.92 0.73 1.17 -0.318
O -6.31832 -0.93959 0.27810 1.75 1.20 -1.30 0.116
O -5.41532 0.93411 -0.45440 0.18 -1.87 0.16 0.073
N -2.35552 -2.93179 -3.23100 -0.38 -3.01 -0.95 -0.361
O -2.35482 -4.16189 -3.05280 0.30 3.01 -0.27 0.105
O -1.44732 -2.29119 -3.78750 0.06 -0.12 1.37 0.018
H -4.21142 -2.73109 -5.02360 -0.17 0.13 0.17 0.142
H -7.02302 -0.44569 -2.66140 0.20 -0.15 -0.11 0.144
H -0.81092 -3.67409 -0.77080 0.47 0.48 -0.35 -0.121
```
Forces are in eV/Å.

The HOMO energy is -0.2690 Eh. The value obtained for the HOMO-LUMO gap is 5.93 eV. The calculation puts the LUMO energy at -1.39 eV. The calculation puts the energy relative to the best compared isomer or geometry (same formula, charge and spin) at 0.0 kcal per mole. As for the charge: 0.


3.
A structure of composition C23H44As3NO4PdS, computed with ωB97M-V/def2-TZVPD.

Geometry as XYZ:
```
77
Properties=species:S:1:pos:R:3:forces:R:3:lowdin_spin:R:1
Pd 1.27753 1.13903 -0.63656 0.05 0.01 0.00 0.784
C 1.63266 -2.20550 -1.28677 0.01 0.01 0.05 -0.006
As 0.40208 -1.15787 -0.17391 0.10 0.00 0.06 0.061
C -1.14782 -2.33198 -0.50267 -0.03 -0.09 -0.05 0.036
C 1.12834 -1.77701 1.55689 -0.03 0.01 -0.03 0.014
C 0.33707 -1.69420 2.87652 -0.02 0.04 -0.05 0.000
C 1.34716 -2.01517 3.98718 0.04 -0.02 0.05 0.000
C -0.19585 -0.27791 3.14895 -0.01 0.03 -0.05 0.000
As -1.71602 0.38632 2.07469 -0.08 -0.12 0.02 0.003
C -1.58264 2.23212 2.67867 0.04 0.02 -0.05 0.001
C -3.19483 -0.10590 3.31003 0.02 0.02 -0.03 0.001
C -0.78046 -2.74696 2.87547 0.01 -0.02 0.00 0.000
As -1.65155 -3.11237 4.60716 0.00 0.01 0.00 0.000
C -0.58035 -4.68223 5.13231 -0.01 -0.01 0.00 0.000
C -3.12044 -4.17425 3.83563 0.00 0.00 0.01 0.000
H 1.51186 -3.27945 -1.12270 0.01 0.00 -0.01 0.000
H 2.65281 -1.90160 -1.05225 0.00 0.00 0.01 0.000
H 1.43291 -1.94713 -2.32660 -0.01 0.00 0.00 -0.001
H -0.94826 -3.35118 -0.16389 -0.01 0.00 0.00 0.006
H -1.31052 -2.33494 -1.58193 0.00 -0.01 0.01 0.000
H -2.04001 -1.93842 -0.01990 -0.01 0.02 0.02 0.001
H 1.99766 -1.11846 1.65199 0.02 -0.01 -0.03 0.000
H 1.48753 -2.80397 1.41618 -0.02 -0.01 0.04 0.002
H 2.15475 -1.28155 3.97226 -0.01 0.00 0.00 0.000
H 1.78206 -3.01071 3.84912 0.00 0.00 0.00 0.000
H 0.87763 -1.97266 4.97564 0.00 0.00 0.00 0.000
H 0.59989 0.44414 2.93561 0.03 -0.02 0.02 0.000
H -0.48360 -0.18511 4.20214 0.00 0.00 0.00 0.000
H -1.50555 2.25623 3.76833 0.01 0.03 0.00 0.000
H -2.47877 2.77014 2.36421 0.01 0.00 0.00 0.000
H -0.69784 2.69707 2.22873 0.00 0.01 0.04 0.000
H -2.91958 0.06809 4.35238 0.01 0.00 -0.01 0.000
H -3.49324 -1.14870 3.18917 0.01 0.00 0.00 0.000
H -4.05406 0.51969 3.05956 0.00 0.00 0.00 0.000
H -0.39648 -3.70732 2.51214 0.00 0.00 0.00 0.000
H -1.57898 -2.44928 2.19290 -0.01 0.02 -0.02 0.000
H 0.39087 -4.36245 5.50599 0.00 0.00 0.00 0.000
H -0.43320 -5.34981 4.28119 0.00 0.00 0.00 0.000
H -1.10074 -5.22073 5.92591 0.00 0.00 0.00 0.000
H -3.84461 -3.51146 3.36304 0.00 0.00 0.00 0.000
H -3.62362 -4.73384 4.62505 0.00 0.00 0.00 0.000
H -2.73595 -4.87030 3.08782 0.00 0.00 0.00 0.000
O 2.75909 2.96754 -0.09292 -0.08 -0.04 -0.08 0.057
S 2.27459 2.83660 1.31567 -0.02 0.35 0.10 0.002
O 3.30429 3.18728 2.28993 0.05 -0.13 -0.03 0.012
O 1.91764 1.35024 1.44780 -0.08 -0.10 0.07 0.052
O 1.04026 3.61900 1.50630 0.04 -0.02 0.07 -0.001
C -2.19842 0.72949 -2.49622 0.00 -0.01 0.00 0.012
C -1.88366 2.21874 -2.65150 -0.01 0.00 -0.02 0.002
C -1.66399 2.87744 -1.28610 0.00 0.03 0.03 0.002
C -0.75756 2.51747 -3.62558 0.03 -0.01 -0.05 0.037
C -0.98602 3.45038 -4.62318 0.02 -0.01 -0.01 0.002
C -0.00981 3.83603 -5.53528 -0.05 0.03 -0.01 0.009
C 1.24385 3.24647 -5.42714 0.04 -0.04 0.02 0.002
C 1.54015 2.29764 -4.46440 -0.02 0.01 -0.02 0.037
C 2.92866 1.68858 -4.43515 0.01 0.02 -0.03 0.003
C 2.90109 0.19830 -4.79529 0.02 0.01 0.01 0.006
C 3.67885 1.90921 -3.11866 0.01 0.01 -0.04 0.008
C 0.53375 1.89565 -3.52170 0.04 -0.01 0.15 0.106
N 0.79053 0.94353 -2.61897 -0.08 0.01 -0.13 0.731
H -3.09897 0.59791 -1.88780 0.00 -0.01 0.01 0.001
H -1.37530 0.21207 -2.00473 -0.02 0.03 -0.01 0.006
H -2.36266 0.25976 -3.47037 0.00 0.00 0.00 0.000
H -2.77621 2.68360 -3.09144 0.01 0.01 0.01 0.000
H -0.78712 2.47631 -0.77184 0.00 -0.02 -0.02 0.001
H -2.53100 2.71270 -0.63737 0.00 -0.01 0.00 0.000
H -1.50762 3.95234 -1.39187 -0.01 0.00 -0.01 0.000
H -1.97303 3.90425 -4.67568 0.00 0.01 0.00 0.001
H -0.21509 4.58114 -6.29482 -0.01 0.00 0.00 0.001
H 2.03290 3.53368 -6.11889 -0.01 0.00 0.00 0.001
H 3.49312 2.20348 -5.22335 0.00 0.00 0.00 0.000
H 2.28856 -0.33964 -4.07119 -0.01 -0.01 0.01 0.002
H 3.91185 -0.22321 -4.77715 0.00 0.01 0.00 0.001
H 2.47691 0.04251 -5.79081 0.00 0.00 0.00 0.000
H 3.28412 1.27401 -2.32613 0.02 0.01 0.00 0.004
H 3.58794 2.93522 -2.76068 0.01 -0.02 -0.01 0.000
H 4.74045 1.67185 -3.24919 0.00 0.00 0.01 0.000
```
Forces are in eV/Å.

The HOMO energy (spin up / spin down) is -0.0150 / -0.0355 Eh. The value obtained for the HOMO-LUMO gap (spin up / spin down) is 4.55 / 5.10 eV. The expectation value of S² is 2.01. The calculation puts the LUMO energy (spin up / spin down) at 4.14 / 4.14 eV. The calculation puts the energy relative to the best compared isomer or geometry (same formula, charge and spin) at 0.0 kcal per mole. As for the charge: -2. Its spin multiplicity is 3.


| no. | maximum force (eV Å⁻¹) |
| --- | --- |
| 1 | 1.34 |
| 2 | 3.92 |
| 3 | 0.36 |